[1]
ORCA calculation (ωB97M-V/def2-TZVPD) on 20 unconnected molecules or ions with the total composition C56H164N28O20.

Structure (XYZ):
```
268
C56H164N28O20 | the Open Molecules 2025 dataset | ωB97M-V/def2-TZVPD
H 12.978 20.029 14.262
O 12.358 9.909 18.911
H 12.353 20.476 25.414
C 8.546 16.350 23.143
H 8.816 22.692 25.462
H 14.924 16.242 16.500
H 14.026 22.665 23.725
O 13.214 24.449 24.518
H 9.691 24.303 23.460
H 12.846 24.550 20.783
N 11.631 20.787 31.005
H 18.127 13.333 25.976
C 17.449 16.420 30.643
H 13.953 11.801 26.036
H 12.684 16.312 29.052
C 13.402 22.552 16.393
H 12.639 20.277 23.780
C 14.443 17.282 23.663
C 18.072 17.933 20.785
N 20.936 18.398 27.169
H 16.659 12.639 25.616
N 17.944 14.281 20.915
H 15.538 15.405 17.985
N 16.255 10.469 27.243
O 8.922 17.489 22.354
H 14.897 17.073 12.428
H 16.474 20.727 25.330
H 11.773 8.258 26.217
H 15.089 18.642 19.614
H 14.316 15.716 22.577
N 15.471 21.148 27.518
H 18.273 14.036 21.835
H 15.916 20.482 22.969
H 12.989 20.877 21.615
O 18.790 16.760 30.724
H 15.131 23.999 24.064
H 19.831 16.430 22.128
N 13.599 16.150 19.393
H 12.960 16.645 20.016
H 16.530 19.527 18.141
H 16.198 13.208 22.359
H 10.560 19.483 21.564
H 14.674 12.470 30.779
H 15.086 12.790 21.109
O 13.719 22.649 20.849
H 15.105 25.690 21.315
C 12.648 21.768 21.104
O 19.124 17.160 20.268
C 17.402 18.921 18.613
O 20.045 18.486 25.119
C 15.242 20.025 26.779
O 10.675 20.659 24.299
H 13.970 26.383 19.337
H 16.510 24.920 20.484
H 12.249 13.359 28.643
C 19.856 18.390 26.347
N 12.322 18.497 20.925
O 18.235 22.340 22.211
H 10.786 14.666 27.168
C 11.936 20.012 24.510
H 15.732 19.239 25.090
H 13.452 12.022 22.554
H 11.689 13.811 21.419
N 16.372 21.174 22.460
H 12.156 21.400 20.165
H 10.746 20.354 30.853
H 10.615 27.084 25.765
H 16.080 22.548 14.102
C 11.624 21.098 16.955
H 16.158 14.577 14.099
C 11.933 24.049 24.868
N 18.291 20.314 23.377
C 12.391 14.231 29.289
H 12.866 19.452 12.714
H 17.482 15.813 13.778
H 15.935 15.766 26.960
N 13.432 12.453 20.073
H 18.192 11.600 22.668
N 14.569 24.475 15.464
H 10.602 10.719 19.390
H 11.937 17.338 14.772
N 13.829 11.890 23.470
H 12.193 17.034 12.995
H 16.220 10.056 28.191
H 11.551 23.187 24.267
H 17.345 15.175 27.295
H 12.035 26.211 26.288
H 11.327 9.441 17.186
N 13.606 15.159 27.478
H 16.794 16.979 19.481
H 13.290 13.273 19.503
H 17.036 8.417 25.963
H 14.739 24.935 14.600
C 20.188 16.927 21.172
C 14.593 24.438 19.570
H 10.928 17.423 22.974
H 10.686 13.501 20.018
N 14.364 25.600 18.776
C 15.439 9.692 26.346
C 19.645 15.739 30.289
C 16.983 18.021 19.765
N 8.418 21.938 26.013
H 10.399 16.080 28.221
H 8.597 15.382 22.551
H 9.780 18.921 24.883
H 13.808 15.924 26.884
H 16.189 15.426 12.578
C 13.816 18.080 14.108
H 18.555 14.959 20.492
H 11.932 18.693 29.701
C 15.614 22.232 15.109
C 10.814 18.523 21.163
H 16.355 22.359 15.948
H 15.839 7.662 27.053
C 17.312 15.989 24.856
H 20.677 17.878 21.497
C 11.164 13.029 20.813
H 13.159 9.879 16.964
H 15.363 21.178 15.042
H 7.624 16.558 23.662
H 10.124 19.926 26.201
C 11.624 11.091 19.163
H 13.263 19.071 28.681
H 14.396 15.594 19.676
N 13.422 19.416 13.572
C 10.997 25.223 24.690
H 17.629 17.533 21.731
H 7.890 19.844 25.913
H 11.505 9.988 26.554
H 10.385 12.647 21.472
H 11.596 14.236 30.058
H 13.790 25.387 17.981
H 15.566 7.720 25.289
C 10.361 17.419 22.051
H 20.614 15.967 30.645
H 15.862 11.461 27.344
H 12.098 11.185 21.249
O 13.118 17.536 17.579
H 11.024 20.368 16.446
H 19.295 14.779 30.612
N 12.457 19.410 29.272
C 12.653 20.465 30.128
H 17.899 19.431 23.534
H 18.535 11.253 24.399
H 11.607 21.677 31.407
N 13.661 12.676 25.714
H 13.084 12.491 31.539
N 15.446 16.822 29.398
H 13.799 13.419 26.403
C 15.999 8.297 26.156
H 18.169 19.641 18.977
C 7.663 20.835 24.016
H 21.772 18.261 26.610
H 16.747 11.336 23.736
N 18.639 18.357 26.923
H 6.606 21.040 24.162
N 15.880 13.358 21.426
C 16.601 14.781 25.468
C 12.387 9.435 17.575
O 13.584 14.054 30.083
H 16.252 21.754 27.164
H 13.729 22.818 14.443
H 9.173 18.059 20.046
H 11.476 25.847 23.824
C 11.841 9.272 25.818
H 17.284 17.225 28.621
C 14.297 23.459 24.481
H 11.102 22.086 17.185
H 15.549 14.730 25.126
H 11.292 9.331 24.857
H 20.868 16.297 20.564
H 7.814 19.929 23.410
C 8.390 20.645 25.328
H 14.917 17.426 28.782
C 11.030 26.076 25.926
C 13.326 23.809 20.104
H 11.487 11.719 18.295
C 17.821 11.746 23.707
H 17.233 15.384 30.467
N 9.607 24.718 24.378
O 13.652 21.162 30.134
H 13.994 22.386 17.316
O 17.685 13.171 23.944
H 11.862 18.911 24.624
H 12.700 23.360 16.661
H 15.522 23.957 21.477
C 15.474 24.820 20.773
H 13.925 11.798 19.404
C 16.434 15.519 13.657
H 9.017 21.863 26.843
H 12.638 23.477 19.289
C 14.311 23.026 15.308
O 15.669 16.569 14.234
C 16.831 18.735 30.160
H 14.505 23.056 25.483
H 11.953 22.345 21.701
C 11.211 15.580 27.598
H 20.822 17.882 28.033
H 16.985 16.729 31.573
H 17.925 18.743 26.341
H 10.711 17.399 19.342
H 17.889 18.291 17.825
H 11.939 23.656 25.862
H 17.767 19.251 30.028
H 16.563 16.797 25.028
H 10.471 25.610 26.767
H 11.946 20.678 17.983
H 18.286 16.262 25.333
H 18.557 18.942 21.003
C 17.742 21.318 22.616
H 19.669 15.563 29.198
H 16.632 18.720 31.225
H 8.079 21.678 23.474
H 13.456 15.822 24.739
C 13.601 12.681 30.545
H 12.668 8.358 17.621
H 9.053 25.564 24.274
O 12.650 21.398 16.044
H 11.391 16.211 26.741
N 16.132 19.887 25.735
N 16.442 14.925 26.914
H 15.799 19.396 20.800
H 18.675 18.752 27.832
H 14.960 16.523 30.252
H 17.438 15.822 23.815
H 15.145 17.119 21.810
O 14.359 19.233 27.075
N 13.719 16.802 24.696
H 15.112 23.706 18.946
C 9.771 20.031 25.163
C 13.668 12.950 24.380
O 16.355 14.211 19.341
C 17.305 13.446 25.249
C 15.066 17.515 13.448
C 12.645 17.062 14.016
H 19.262 20.266 23.632
H 14.478 15.105 27.957
H 15.379 24.600 16.144
H 13.746 10.934 23.804
C 13.969 9.528 26.687
H 13.211 11.923 29.869
H 13.983 18.311 15.114
H 12.768 19.096 21.628
C 16.779 17.319 29.562
H 15.472 10.105 25.328
N 14.856 15.992 17.474
H 12.996 16.110 14.361
C 12.119 11.928 20.366
O 13.173 9.562 25.474
C 16.726 13.994 20.488
H 10.388 19.175 19.240
H 15.780 21.940 22.091
H 15.831 18.385 13.135
N 14.827 16.543 22.631
H 13.834 17.387 25.521
O 14.790 18.490 23.766
C 13.808 16.659 18.098
H 9.301 16.132 23.949
H 16.073 19.352 29.662
C 12.564 15.442 28.418
C 10.202 18.254 19.818
H 10.611 16.406 21.644
O 13.485 14.076 23.921
N 15.772 18.471 20.343
H 12.493 18.888 20.024
H 13.702 10.448 27.230
H 13.696 8.673 27.310
H 14.965 21.312 28.418
```

Values from the calculation:
Total energy   -5270.083816 Eh
Frontier orbital gap   8.52 eV
E_HOMO   -8.3 eV

These are the Löwdin partial charges, in e, on atoms 1 to 4: 0.05, -0.20, 0.09, -0.11

=====

[2]
ORCA calculation (ωB97M-V/def2-TZVPD) on 2 unconnected molecules or ions with the total composition C15H27ClN2O3PS.

Structure (XYZ):
```
50
C15H27ClN2O3PS | the Open Molecules 2025 dataset | ωB97M-V/def2-TZVPD
H 3.433 -1.452 1.339
C 1.236 -0.944 -6.377
H -3.580 0.535 4.196
H 4.418 0.037 2.729
H -0.837 -1.426 -5.891
C 1.982 -1.179 -4.067
H 1.660 -0.257 -0.541
C -0.093 -0.664 -5.665
H -2.259 -1.047 3.156
O 0.160 0.588 -3.340
H 1.666 -2.833 -5.417
H -1.171 1.089 5.087
C -4.083 1.356 2.269
H 2.268 -1.848 -3.257
H -3.513 1.621 1.358
H -0.529 1.640 0.587
C -3.026 1.022 3.378
C -0.351 0.835 4.416
O 3.486 0.914 0.790
C 2.080 -1.822 -5.446
C 1.995 0.800 3.992
H -2.182 -0.014 1.700
H 0.404 2.109 -0.819
H -2.565 1.982 3.644
H 1.071 -1.421 -7.342
H -4.694 -0.571 2.523
N 0.485 -0.121 2.382
S 0.256 -0.738 -3.907
H 3.013 1.027 4.325
C 1.764 0.182 2.786
H 1.759 -0.003 -6.562
H 3.114 -1.891 -5.782
H -4.616 2.264 2.603
H 1.191 1.960 0.828
H -0.816 -1.028 0.938
O -0.453 -1.860 -3.339
C -2.020 -0.030 2.790
H -4.889 0.014 0.994
C 0.670 0.021 -0.156
H 1.119 1.617 5.824
C 0.241 -0.817 1.096
P 3.331 -0.135 1.825
H -0.049 -0.237 -0.954
C 0.475 1.530 0.114
C -0.555 0.221 3.173
H 2.565 -0.259 -4.018
H -0.485 0.321 -5.910
N -4.998 0.232 1.980
Cl 0.988 -2.466 1.108
C 0.932 1.146 4.858
```

Values from the calculation:
Total energy   -2122.452654 Eh
Frontier orbital gap   7.54 eV
E_HOMO   -12.2 eV
Net charge   +1

These are the natural (NBO) partial charges, in e, on atoms 1 to 4: -0.03, -0.40, 0.22, -0.04

=====

[3]
ORCA calculation (ωB97M-V/def2-TZVPD) on C3H3NS2 in the gas phase.

Structure (XYZ):
```
9
C3H3NS2 | the Open Molecules 2025 dataset | ωB97M-V/def2-TZVPD
C 0.225 1.410 0.008
S 1.801 2.065 -0.004
C 0.055 0.076 0.011
H -0.897 -0.423 0.037
H 1.016 -1.751 -0.052
H -0.609 2.091 0.015
S 3.911 -0.787 0.006
C 2.407 -0.319 -0.009
N 1.180 -0.751 -0.012
```

Values from the calculation:
Total energy   -967.183073 Eh
Frontier orbital gap   7.30 eV
E_HOMO   -7.9 eV

These are the natural (NBO) partial charges, in e, on atoms 1 to 4: -0.39, 0.04, -0.12, 0.22

=====

[4]
ORCA calculation (ωB97M-V/def2-TZVPD) on a molecular structure, C20H28MnN3O7.

Structure (XYZ):
```
59
C20H28MnN3O7 | the Open Molecules 2025 dataset | ωB97M-V/def2-TZVPD
H 2.011 -3.830 -3.221
H 2.231 2.374 -0.391
C 3.019 1.628 -0.498
H -0.006 0.269 1.389
C -0.840 2.170 -0.578
H -3.133 4.371 3.388
N -2.181 -1.461 1.459
C 0.944 -4.784 -0.838
C -0.401 4.295 -1.042
N -1.253 2.383 -1.852
C 2.396 0.869 -2.829
N -0.885 1.994 3.207
H -1.066 3.963 -3.213
H 3.869 2.184 -0.892
C -0.916 3.683 -2.180
H -0.028 5.309 -1.032
C -1.501 3.601 4.647
O 3.373 -0.598 -1.319
C -3.360 -0.778 1.334
O 1.584 -4.270 0.310
O 2.091 -2.121 1.021
H 3.193 1.210 0.493
H 2.850 1.844 -3.008
H -3.452 0.253 1.641
O 4.483 -1.937 -2.673
C 3.644 -0.991 -2.545
H 0.310 -4.159 -3.799
O 3.025 -0.227 -3.462
C 0.951 -3.596 -3.120
H -1.665 1.700 -2.471
O 0.362 -0.300 2.092
H -3.980 -3.836 0.168
C -4.283 -1.694 0.806
H 1.352 1.001 -3.114
H -2.321 2.405 1.697
C -2.342 3.656 3.560
O 1.140 -2.516 -0.995
C 2.452 0.470 -1.368
C -1.909 2.709 2.648
C 1.638 -2.923 0.191
C -3.590 -2.895 0.527
C -0.603 2.614 4.407
H 0.038 3.492 0.960
H -5.352 -1.575 0.711
H -1.430 -3.323 0.838
H -1.300 -1.042 1.717
H -0.926 1.150 -0.232
H 1.444 0.183 -1.067
C 0.462 -3.545 -1.660
H -1.496 4.253 5.508
H 0.962 -2.600 -3.562
H -0.612 -3.368 -1.612
H 0.272 2.299 4.955
H 0.147 -5.455 -0.516
H 1.709 -5.351 -1.368
C -2.305 -2.691 0.872
Mn 1.834 -1.121 3.164
H -0.299 1.287 2.787
C -0.349 3.367 -0.040
```

Values from the calculation:
Total energy   -2620.142391 Eh
Frontier orbital gap (spin up / spin down)   3.69 / 3.44 eV
E_HOMO (spin up / spin down)   -13.1 / -13.1 eV
2S+1   7
Net charge   +2
Expectation value of S²   12.015

These are the natural (NBO) partial charges, in e, on atoms 1 to 4: 0.24, 0.22, -0.62, 0.50

=====

[5]
ORCA calculation (ωB97M-V/def2-TZVPD) on 2 unconnected molecules or ions with the total composition C3H2O3.

Structure (XYZ):
```
8
C3H2O3 | the Open Molecules 2025 dataset | ωB97M-V/def2-TZVPD
O -2.235 0.158 1.027
O -0.065 0.448 -1.244
H -0.966 1.743 1.267
C -1.219 0.776 0.779
H 0.724 -0.100 -1.553
C 1.696 -1.264 -0.525
C -0.127 0.177 0.006
O 2.193 -1.938 0.243
```

Values from the calculation:
Total energy   -341.109461 Eh
Frontier orbital gap   9.19 eV
E_HOMO   -9.2 eV

These are the natural (NBO) partial charges, in e, on atoms 1 to 4: -0.51, -0.60, 0.12, 0.27

=====

[6]
ORCA calculation (ωB97M-V/def2-TZVPD) on C7H14N2O in the gas phase.

Structure (XYZ):
```
24
C7H14N2O | the Open Molecules 2025 dataset | ωB97M-V/def2-TZVPD
H 0.971 -2.790 -1.249
C -2.340 -0.677 0.533
H 2.010 1.580 0.059
H -2.733 1.835 -0.267
H 2.043 -2.530 0.108
C -1.989 1.271 -0.829
C 0.567 1.573 1.659
H -3.122 -0.161 1.085
H -1.835 -1.374 1.201
H -1.223 1.952 -1.191
C 1.863 -0.880 -1.231
H -0.126 2.251 1.163
H 0.005 0.859 2.263
N -0.362 -0.401 -0.662
H 2.204 0.249 1.194
H 1.191 2.157 2.331
H -2.790 -1.243 -0.296
H -2.464 0.792 -1.696
C 0.842 -0.136 -0.411
C 1.452 0.848 0.658
O 2.569 -0.308 -2.024
C 1.919 -2.355 -0.957
H 2.727 -2.821 -1.514
N -1.377 0.308 0.071
```

Values from the calculation:
Total energy   -459.808468 Eh
Frontier orbital gap   9.14 eV
E_HOMO   -8.3 eV
SMILES   CC/C(=N\N(C)C)C(C)=O

These are the natural (NBO) partial charges, in e, on atoms 1 to 4: 0.25, -0.41, 0.23, 0.20

=====

[7]
ORCA calculation (ωB97M-V/def2-TZVPD) on 21 unconnected molecules or ions with the total composition C2H45O21.

Structure (XYZ):
```
68
C2H45O21 | the Open Molecules 2025 dataset | ωB97M-V/def2-TZVPD
O 0.177 -3.055 2.729
H 5.031 1.511 0.859
H -3.258 -1.796 1.058
O 0.106 3.549 -2.101
H 2.473 -0.620 -2.434
H -3.162 -1.270 3.272
H 3.482 1.851 0.979
O -0.402 0.098 -3.465
H 2.996 -1.035 1.982
H 0.088 0.344 2.492
H 0.739 3.861 -2.782
O 3.874 -1.743 0.309
H -2.637 1.100 0.780
H -1.747 -1.059 2.845
O -2.320 2.454 -1.734
H 1.803 0.257 0.314
H -1.305 2.694 0.763
H -0.877 -2.592 -0.311
O 2.225 1.159 -2.746
H 4.496 -1.104 -0.076
H 2.778 0.240 2.845
H 2.929 1.639 -2.299
H -0.386 1.049 -0.822
H -2.645 2.489 -0.820
H 3.266 -1.803 -0.426
O 4.178 1.588 0.397
H -2.988 1.083 -2.303
H 0.990 -0.957 -0.700
H -2.984 -1.844 -0.588
H -0.077 -3.057 0.958
H -1.978 1.556 3.941
H 1.389 1.355 -2.369
H -0.365 -0.595 -4.104
H -1.219 -0.366 -0.103
O 2.092 -4.026 -1.383
O -3.241 0.247 -2.693
H -1.394 1.949 2.618
H -3.850 0.383 0.491
C 0.918 -0.332 0.143
H -1.393 2.596 -1.586
O -1.772 -1.847 -1.928
O 2.593 -0.709 2.792
H -0.539 -3.201 3.386
O 1.226 2.718 0.133
O -2.593 -1.438 2.569
H 1.283 3.421 0.760
H -1.044 -1.425 -2.376
H -2.145 3.950 1.325
H 2.596 -2.151 -2.469
O -1.340 3.696 0.773
O -3.636 -1.833 0.149
O -0.792 1.139 1.164
O -0.568 -3.334 0.176
H 0.439 3.349 -1.265
H 0.937 -0.604 3.049
O -3.591 1.224 0.718
H -1.836 -2.687 -2.322
O 0.089 -0.270 3.243
O -2.043 2.237 3.262
H 1.452 -3.614 -0.847
O 3.005 -1.361 -2.182
H 1.620 -4.119 -2.203
H -2.442 -0.246 -2.801
H 0.878 -2.895 3.365
H 0.753 -1.076 0.944
H 0.692 1.991 0.529
C -0.452 0.359 0.045
H -0.545 0.916 -3.914
```

Values from the calculation:
Total energy   -1683.278567 Eh
Frontier orbital gap   7.79 eV
E_HOMO   -5.8 eV
Net charge   -1

These are the natural (NBO) partial charges, in e, on atoms 1 to 4: -0.94, 0.47, 0.50, -1.00

=====

Please write out number 6 again, unchanged.
ORCA calculation (ωB97M-V/def2-TZVPD) on C7H14N2O in the gas phase.

Structure (XYZ):
```
24
C7H14N2O | the Open Molecules 2025 dataset | ωB97M-V/def2-TZVPD
H 0.971 -2.790 -1.249
C -2.340 -0.677 0.533
H 2.010 1.580 0.059
H -2.733 1.835 -0.267
H 2.043 -2.530 0.108
C -1.989 1.271 -0.829
C 0.567 1.573 1.659
H -3.122 -0.161 1.085
H -1.835 -1.374 1.201
H -1.223 1.952 -1.191
C 1.863 -0.880 -1.231
H -0.126 2.251 1.163
H 0.005 0.859 2.263
N -0.362 -0.401 -0.662
H 2.204 0.249 1.194
H 1.191 2.157 2.331
H -2.790 -1.243 -0.296
H -2.464 0.792 -1.696
C 0.842 -0.136 -0.411
C 1.452 0.848 0.658
O 2.569 -0.308 -2.024
C 1.919 -2.355 -0.957
H 2.727 -2.821 -1.514
N -1.377 0.308 0.071
```

Values from the calculation:
Total energy   -459.808468 Eh
Frontier orbital gap   9.14 eV
E_HOMO   -8.3 eV
SMILES   CC/C(=N\N(C)C)C(C)=O

These are the natural (NBO) partial charges, in e, on atoms 1 to 4: 0.25, -0.41, 0.23, 0.20